Record 1
This record from the Open Molecules 2025 dataset describes a gas-phase ion, C6H10N3O (charge +1). The level of theory is wB97M-V/def2-TZVPD.

Calculated values
Energy above the lowest of the compared OMol25 structures with the same formula, charge and spin in kJ/mol: 522.8
Calculated total energy in eV: -12891.223
Kohn-Sham gap in eV: 8.1
SMILES: [NH3+][C@H](O)[C@@H]1Cn2cncc21
E_HOMO in eV: -11.96

The geometry in ORCA input format:
```
! RIJCOSX wB97M-V def2-TZVPD def2/J DEFGRID3
* xyz 1 1
C 0.158 0.900 -2.720
C 0.546 -1.175 -2.834
C 0.272 0.411 -1.408
C 0.289 -1.281 -0.156
C 0.238 0.704 1.682
C -0.113 0.177 0.215
N 0.378 -0.083 -3.520
N 0.432 -0.918 -1.537
N -0.700 0.020 2.715
O -0.180 2.042 1.781
H 0.172 1.870 -3.137
H 0.703 -2.171 -3.222
H 1.230 -1.492 0.371
H -0.391 -2.125 0.130
H 1.306 0.704 2.057
H -1.218 0.193 -0.001
H -1.384 -0.700 2.259
H -1.251 0.925 3.107
H -0.268 -0.438 3.417
H -0.219 2.435 0.803
*
```

Want to see where the charge sits? The Löwdin charges in e are: -0.12 -0.13 -0.09 -0.09 -0.28 -0.10 0.08 -0.05 0.24 -0.05 0.10 0.14 0.13 0.14 0.18 0.15 0.21 0.24 0.10 0.19

---

Record 2
This record from the Open Molecules 2025 dataset describes C4H8O2S2 in the gas phase. The level of theory is wB97M-V/def2-TZVPD.

Calculated values
Energy above the lowest of the compared OMol25 structures with the same formula, charge and spin in kJ/mol: 28.2
Calculated total energy in eV: -30043.500
Kohn-Sham gap in eV: 9.6
SMILES: CSSCCC(=O)O
E_HOMO in eV: -8.97

The geometry in ORCA input format:
```
! RIJCOSX wB97M-V def2-TZVPD def2/J DEFGRID3
* xyz 0 1
C 1.280 0.819 -0.836
C 0.754 0.519 -2.222
O 1.654 -0.303 -2.871
O -0.241 0.985 -2.682
C 1.110 -0.374 0.082
S -0.626 -0.885 0.356
S -1.314 0.332 1.800
C -0.698 -0.437 3.309
H 2.335 1.128 -0.935
H 0.813 1.739 -0.479
H 1.161 -0.893 -3.435
H 1.609 -1.250 -0.347
H 1.635 -0.268 1.031
H -0.050 -1.310 3.116
H -0.062 0.224 3.879
H -1.507 -0.769 3.967
*
```

Want to see where the charge sits? The Löwdin charges in e are: -0.18 -0.54 0.08 0.13 -0.53 0.49 0.44 -0.49 0.13 0.12 0.11 0.08 0.08 0.03 0.02 0.03

---

Record 3
This record from the Open Molecules 2025 dataset describes a gas-phase ion, C6H12N (charge +1). The level of theory is wB97M-V/def2-TZVPD.

Calculated values
Energy above the lowest of the compared OMol25 structures with the same formula, charge and spin in kJ/mol: 266.7
Calculated total energy in eV: -7897.298
Kohn-Sham gap in eV: 5.7
E_HOMO in eV: -12.91

The geometry in ORCA input format:
```
! RIJCOSX wB97M-V def2-TZVPD def2/J DEFGRID3
* xyz 1 1
C -1.813 -0.475 -0.696
C -0.785 -1.314 0.102
C 0.395 -0.404 0.447
C 0.434 0.259 1.624
C 2.474 0.696 -0.464
C 1.277 -0.145 -0.609
N -2.285 0.669 0.045
H -1.301 -0.190 -1.628
H -2.647 -1.123 -0.952
H -1.282 -1.754 0.964
H -0.383 -2.069 -0.564
H -0.147 -0.086 2.470
H 1.138 1.079 1.715
H 2.144 1.622 0.027
H 3.215 0.324 0.242
H 1.036 -0.484 -1.611
H -1.725 0.973 0.824
H 2.885 0.996 -1.415
H -2.631 1.426 -0.520
*
```

Want to see where the charge sits? The Löwdin charges in e are: -0.26 -0.12 -0.27 0.23 -0.02 0.09 0.03 0.11 0.12 0.13 0.12 0.12 0.10 0.11 0.13 0.15 0.05 0.10 0.09

---

Record 4
This record from the Open Molecules 2025 dataset describes C3H4N2S2 in the gas phase. The level of theory is wB97M-V/def2-TZVPD.

Calculated values
Energy above the lowest of the compared OMol25 structures with the same formula, charge and spin in kJ/mol: 275.3
Calculated total energy in eV: -27823.936
Kohn-Sham gap in eV: 8.4
SMILES: CN(C#N)SC=S
E_HOMO in eV: -9.22

The geometry in ORCA input format:
```
! RIJCOSX wB97M-V def2-TZVPD def2/J DEFGRID3
* xyz 0 1
C 1.304 1.979 -0.441
C -0.996 1.076 2.277
C 0.500 -0.217 -1.021
N 1.679 2.875 -1.040
N 0.753 0.857 -0.044
S -2.294 1.471 1.436
S 0.576 0.510 1.616
H -0.531 -0.484 -1.110
H 0.678 0.209 -1.917
H 1.149 -0.979 -0.875
H -0.790 0.750 3.284
*
```

Want to see where the charge sits? The Löwdin charges in e are: -0.40 -1.01 -0.05 0.16 -0.46 0.65 0.91 0.09 0.06 0.06 -0.01

---

Record 5
This record from the Open Molecules 2025 dataset describes a molecular structure, C49H60GeN3O6PRbS. The level of theory is wB97M-V/def2-TZVPD.

Calculated values
Energy above the lowest of the compared OMol25 structures with the same formula, charge and spin in kJ/mol: 124.4
Calculated total energy in eV: -145840.052
Kohn-Sham gap in eV: 5.2
E_HOMO in eV: -3.75

The geometry in ORCA input format:
```
! RIJCOSX wB97M-V def2-TZVPD def2/J DEFGRID3
* xyz -1 1
Rb 1.064 0.729 0.822
O 0.591 5.739 0.780
C 1.067 4.560 0.761
N 0.579 3.552 1.450
C -0.398 3.952 2.406
C -1.609 3.094 2.508
C -2.522 3.345 3.545
C -3.688 2.573 3.581
C -3.987 1.698 2.504
C -2.908 1.411 1.682
N -1.715 1.999 1.732
C 2.208 4.270 -0.152
C 2.845 5.365 -0.761
C 3.997 5.195 -1.467
C 4.559 3.923 -1.575
C 3.903 2.895 -0.957
N 2.733 3.044 -0.278
H -0.691 4.979 2.136
H 0.025 3.998 3.425
H -2.347 4.064 4.331
H -4.295 2.589 4.468
H -4.927 1.214 2.315
H -3.018 0.678 0.892
H 2.297 6.275 -0.645
H 4.441 6.069 -1.951
H 5.524 3.801 -2.149
H 4.295 1.833 -0.989
O -0.860 -1.155 1.692
H -0.422 -1.858 2.148
H -1.244 -1.564 0.890
O -10.390 -0.104 -2.031
C -9.853 -0.484 -0.827
O -10.477 -0.280 0.199
C -8.435 -1.055 -0.799
C -7.489 -0.802 -1.799
C -6.161 -1.163 -1.622
C -5.681 -1.912 -0.522
S -4.003 -2.113 -0.335
C -6.705 -2.315 0.377
C -8.018 -1.841 0.291
H -9.838 -0.180 -2.825
H -7.728 -0.250 -2.757
H -5.480 -0.844 -2.400
H -6.467 -2.938 1.261
H -8.742 -2.142 1.059
C -0.284 5.804 -2.994
C -1.556 4.996 -2.546
C -1.751 3.652 -3.291
C -0.578 2.698 -3.229
Ge -0.831 0.721 -3.189
C -1.225 0.133 -5.023
C -0.685 0.951 -6.227
C -1.455 0.704 -7.643
C -0.944 1.647 -8.741
H -0.321 6.820 -2.587
H -0.241 5.901 -4.105
H 0.613 5.259 -2.700
H -2.461 5.604 -2.587
H -1.351 4.753 -1.506
H -2.045 3.837 -4.347
H -2.636 3.162 -2.909
H -0.024 2.866 -2.298
H 0.107 2.837 -4.091
H -2.121 0.455 -2.412
H -2.334 0.087 -5.082
H -0.897 -0.888 -5.077
H 0.370 0.735 -6.396
H -0.706 2.037 -6.008
H -2.502 0.881 -7.501
H -1.312 -0.325 -7.929
H -1.314 2.681 -8.611
H -1.354 1.345 -9.728
H 0.132 1.624 -8.833
C 0.903 -2.475 -2.915
C 1.552 -1.078 -2.921
C 2.122 -0.696 -4.301
C 2.647 -1.102 -1.864
O 0.603 0.017 -2.466
H 1.606 -3.260 -3.212
H 0.121 -2.442 -3.688
H 0.400 -2.760 -2.005
H 2.913 -1.365 -4.566
H 2.564 0.303 -4.325
H 1.290 -0.837 -5.007
H 3.389 -1.836 -2.117
H 2.206 -1.429 -0.915
H 3.206 -0.177 -1.752
O 3.436 -1.371 2.772
P 3.425 -2.550 3.671
C 4.867 -2.673 4.764
C 4.654 -3.224 6.046
C 5.752 -3.417 6.872
C 7.014 -3.002 6.475
C 7.207 -2.492 5.211
C 6.153 -2.367 4.334
C 3.202 -4.191 2.957
C 3.394 -5.376 3.691
C 3.058 -6.623 3.224
C 2.693 -6.739 1.851
C 2.609 -5.583 1.082
C 2.772 -4.321 1.634
C 1.972 -2.335 4.834
C 2.110 -1.712 6.053
C 0.994 -1.496 6.866
C -0.283 -1.900 6.503
C -0.334 -2.650 5.327
C 0.727 -2.800 4.456
H 3.673 -3.454 6.426
H 5.622 -3.848 7.873
H 7.859 -3.117 7.169
H 8.216 -2.236 4.896
H 6.276 -1.926 3.370
H 3.916 -5.362 4.636
H 3.102 -7.481 3.891
H 2.655 -7.751 1.427
H 2.376 -5.608 0.028
H 2.579 -3.420 1.068
H 3.087 -1.396 6.365
H 1.169 -1.061 7.851
H -1.181 -1.633 7.039
H -1.227 -3.248 5.084
H 0.603 -3.324 3.481
*
```

Results of the Löwdin charge analysis, in e, for atoms 1 through 99: 0.74 -0.09 -0.54 -0.04 -0.23 -0.26 -0.04 -0.07 -0.05 -0.16 0.08 -0.20 -0.03 -0.08 -0.10 -0.16 0.06 0.12 0.12 0.10 0.09 0.10 0.08 0.10 0.11 0.11 0.11 -0.16 -0.01 0.03 0.07 -0.46 0.07 -0.18 -0.07 -0.17 -0.83 0.40 -0.13 -0.05 0.09 0.11 0.08 0.10 0.11 -0.10 -0.23 -0.29 -0.30 0.89 -0.31 -0.24 -0.24 -0.13 0.07 0.07 0.05 0.10 0.09 0.11 0.09 0.06 0.07 0.00 0.07 0.03 0.08 0.09 0.09 0.09 0.07 0.07 0.06 -0.02 -0.58 -0.02 -0.06 -0.33 0.09 0.08 0.08 0.07 0.10 0.06 0.08 0.06 0.07 -0.33 0.78 -0.26 -0.11 -0.08 -0.09 -0.09 -0.06 -0.27 -0.08 -0.07 -0.06

---

Record 6
This record from the Open Molecules 2025 dataset describes a molecular structure, C23H25LiN. The level of theory is wB97M-V/def2-TZVPD.

Calculated values
Energy above the lowest of the compared OMol25 structures with the same formula, charge and spin in kJ/mol: 0.0
Calculated total energy in eV: -25944.558
Kohn-Sham gap in eV: 3.8
E_HOMO in eV: -8.51

The geometry in ORCA input format:
```
! RIJCOSX wB97M-V def2-TZVPD def2/J DEFGRID3
* xyz 1 1
C 2.614 2.910 3.505
C 3.631 2.303 2.541
C 3.728 0.782 2.649
N 2.410 0.132 2.647
C 2.114 -0.844 1.796
C 0.879 -1.532 1.758
C 0.445 -2.163 0.596
C -0.892 -2.684 0.379
C -1.436 -2.855 -0.929
C -2.706 -3.414 -1.104
C -3.418 -3.885 0.016
C -2.912 -3.673 1.303
C -1.681 -3.048 1.491
C 1.495 0.636 3.679
C 1.293 2.147 3.553
H 3.044 2.944 4.513
H 2.412 3.941 3.210
H 3.370 2.566 1.510
H 4.618 2.724 2.733
H 4.318 0.369 1.819
H 4.216 0.520 3.595
H 2.841 -1.030 0.987
H 0.246 -1.521 2.658
H 1.124 -2.150 -0.270
H -0.800 -2.587 -1.777
H -3.083 -3.606 -2.109
H -4.385 -4.376 -0.109
H -3.504 -3.941 2.184
H -1.329 -2.814 2.506
H 0.531 0.117 3.624
H 1.965 0.416 4.650
H 0.687 2.480 4.398
H 0.707 2.347 2.645
C 0.286 -6.672 2.655
Li -1.390 -4.983 -0.382
C 0.807 -5.362 2.837
C 1.273 -4.894 1.574
C 1.050 -5.910 0.598
C 0.368 -7.017 1.256
C -0.238 -8.007 0.466
C -0.052 -7.973 -0.917
C 0.662 -6.946 -1.551
C 1.161 -5.868 -0.807
H -0.182 -7.303 3.411
H 0.837 -4.809 3.785
H 1.754 -3.948 1.370
H -0.842 -8.775 0.946
H -0.439 -8.792 -1.520
H 0.839 -6.986 -2.631
H 1.695 -5.035 -1.270
*
```

Want to see where the charge sits? The Löwdin charges in e are: -0.19 -0.17 -0.12 -0.07 0.00 -0.07 -0.01 -0.24 -0.07 -0.12 -0.10 -0.06 -0.02 -0.12 -0.16 0.12 0.12 0.12 0.12 0.13 0.14 0.16 0.11 0.14 0.13 0.13 0.12 0.13 0.13 0.11 0.15 0.12 0.12 -0.06 0.70 -0.11 -0.12 -0.25 -0.22 -0.04 -0.12 -0.13 -0.09 0.10 0.09 0.06 0.11 0.10 0.10 0.11

---

| no. | F_max (eV/A) |
| --- | --- |
| 1 | 6.0 |
| 2 | 1.3 |
| 3 | 1.9 |
| 4 | 3.5 |
| 5 | 2.9 |
| 6 | 1.5 |